No. 1
39
Properties=species:S:1:pos:R:3:forces:R:3:mulliken_charge:R:1 method="wB97M-V/def2-TZVPD" e_lumo_ev=0.7 homo_lumo_gap_ev=9.2 homo_ev=-8.5 total_energy_ha=-1025.145450 smiles=Cc1c(Oc2ccc([C@H](C)N)cc2F)ccc2c1B(O)OC2 e_above_lowest_kcal_mol=19.4
F 0.23288 1.05638 -0.38884 -0.8 0.2 -0.6 -0.28
O 3.82162 -0.60590 3.70202 1.1 0.6 0.5 -0.61
O 0.76791 -1.61325 -0.96448 -1.3 0.2 0.0 -0.48
O 5.20593 0.95616 2.38620 -1.1 -0.4 0.1 -0.43
B 4.14859 0.08529 2.55818 -1.2 -0.6 1.0 0.68
C -1.58282 -1.83657 -1.62404 2.6 -1.8 -0.5 -0.80
C 2.69597 -0.34705 -1.39156 -0.6 -0.8 -0.5 -0.20
C 3.80274 0.35448 -1.03522 1.1 1.5 0.1 -1.10
C -2.84063 -1.34925 -1.55145 -1.4 -0.8 -1.1 -0.58
C -2.00994 0.78172 -1.02371 -2.3 0.2 -0.2 -0.33
C -0.77599 0.28920 -0.89684 2.1 -1.7 0.1 0.29
C -0.50796 -1.05693 -1.21377 1.5 0.6 1.4 0.48
C 1.84481 -0.86444 -0.42880 -0.7 0.1 0.2 0.28
C 3.30286 -0.11064 1.27693 -0.6 0.8 -0.2 0.18
C 2.05641 -0.67869 0.94955 -0.2 -1.1 -0.3 0.42
C 4.06491 0.54142 0.31565 0.3 -1.1 0.4 0.34
C -3.11094 -0.05104 -1.29548 -0.6 1.4 1.2 -0.17
N -5.32278 -0.50940 -0.29724 0.2 -0.1 1.7 -0.61
C 1.04838 -1.13057 2.01456 2.0 1.1 0.6 -1.55
C 5.16154 1.30547 1.01659 0.8 -0.4 -1.5 -0.46
C -4.71510 1.83000 -0.87256 -2.6 -0.5 1.9 -1.62
C -4.62902 0.35932 -1.21509 2.2 0.4 -1.7 0.54
H 4.45421 -0.44678 4.42761 -0.4 -0.1 -0.4 0.28
H -1.37129 -2.85175 -2.04100 -0.2 0.8 0.8 0.35
H 2.42557 -0.53519 -2.43216 0.2 0.1 0.3 0.46
H 4.43287 0.84083 -1.77635 -0.1 -0.2 0.0 0.39
H -3.68605 -1.96287 -1.81723 0.0 -0.4 0.0 0.42
H -2.12280 1.82003 -0.90897 -0.3 1.2 0.5 0.56
H -4.84987 -0.38896 0.63477 -0.7 -0.3 -1.1 0.28
H -6.30458 -0.23721 -0.13686 0.7 0.0 -0.4 0.28
H 0.07983 -0.67223 1.93368 -0.3 0.5 0.0 0.29
H 0.89127 -2.15890 2.01645 -0.4 -2.0 -0.6 0.37
H 1.51155 -1.00501 3.02037 -0.5 0.5 -0.7 0.33
H 4.96601 2.33417 0.80710 0.0 1.1 0.6 0.29
H 6.15262 1.09916 0.64400 0.4 -0.1 -0.5 0.32
H -4.16749 2.02479 0.03731 0.5 0.0 0.3 0.39
H -5.77908 2.07486 -0.54137 1.1 -0.2 -0.8 0.33
H -4.40272 2.50490 -1.60634 0.5 0.9 -1.3 0.38
H -4.88942 0.15441 -2.28163 -0.8 0.3 0.8 0.30

---

No. 2
30
Properties=species:S:1:pos:R:3:forces:R:3:mulliken_charge:R:1 method="wB97M-V/def2-TZVPD" e_lumo_ev=-0.7 homo_lumo_gap_ev=8.6 homo_ev=-9.3 total_energy_ha=-1226.408073 e_above_lowest_kcal_mol=257.1
O 1.16467 -0.76488 -3.17295 0.0 -3.4 -0.2 -0.63
C 0.92002 0.35358 -2.86210 2.4 -5.5 -6.0 0.28
O 1.03903 1.29216 -3.63528 1.8 5.8 -9.3 -0.46
H 1.40427 1.05968 -4.64306 -1.4 0.3 4.1 0.42
C 0.53897 0.80753 -1.71386 4.5 4.8 13.5 -0.36
C 1.39998 0.00878 -0.58601 -1.4 -0.8 0.7 -0.08
C 2.78646 -0.35063 -0.56614 -11.5 -4.7 8.7 0.50
N 2.76886 -1.48530 0.46354 1.4 2.3 -1.2 -0.51
N 1.70913 -1.57405 1.08508 -0.8 0.9 -0.7 -0.53
N 0.74368 -0.66640 0.52521 8.6 -1.2 -2.6 0.61
C -0.41039 -0.76861 1.16676 2.6 16.5 -6.4 0.11
C -1.14425 0.41203 1.04155 -4.2 7.8 1.0 -0.30
C -2.61243 0.63853 1.41149 7.0 -6.7 3.0 -0.17
C -3.07164 -0.59703 2.16685 -2.8 0.4 -2.4 -0.61
C -2.43253 -1.83370 1.98048 5.8 10.7 -2.9 -1.09
C -0.97992 -1.69851 1.56348 -13.4 -12.1 6.7 0.24
H -0.56366 -2.55207 1.47314 3.0 -6.1 -0.2 0.70
H -2.76706 -2.56766 2.44274 -2.8 -7.1 3.6 0.58
H -4.19208 -0.62914 2.55583 2.6 0.3 -0.6 0.26
C -3.13298 1.94729 1.69222 -2.0 0.6 -2.2 0.93
F -3.12907 2.48224 0.36255 0.1 1.1 2.4 -0.26
F -2.52576 2.75494 2.63125 -1.3 -1.2 -2.1 -0.22
F -4.47266 1.74179 1.97839 1.4 1.5 0.4 -0.25
H -0.59978 1.56170 0.84032 -1.3 -3.8 0.2 0.23
C 3.68600 -0.50958 -1.46026 0.3 11.7 -9.8 0.51
O 3.58176 0.55134 -2.30667 -0.9 -3.8 0.8 -0.65
O 4.84232 -0.74832 -1.30522 7.4 -8.6 5.9 -0.48
H 4.76670 -1.58375 -0.29897 0.6 3.1 -3.7 0.46
H 1.09856 1.91320 -1.42717 -2.1 -2.7 -1.3 0.21
H -0.41620 0.80484 -1.40317 -3.5 0.1 0.6 0.55

---

No. 3
20
Properties=species:S:1:pos:R:3:forces:R:3:mulliken_charge:R:1 method="wB97M-V/def2-TZVPD" e_lumo_ev="0.4 / -0.7" homo_lumo_gap_ev="9.7 / 8.6" multiplicity=2 homo_ev="-9.3 / -9.3" total_energy_ha=-402.749969 e_above_lowest_kcal_mol=91.9
C 2.31068 -1.29840 -0.01138 0.9 -0.8 -0.3 -1.40
C 0.99890 -0.65022 -0.41704 -0.4 -0.6 0.8 0.58
C -0.09450 -1.02365 0.60582 0.2 -0.9 -0.1 -1.07
C -1.27340 -0.12018 0.50275 0.6 1.0 0.6 -0.28
C -1.18934 1.07969 1.19703 -2.4 -1.1 1.5 -0.27
O -2.14028 1.96452 1.20878 0.8 0.2 -0.1 -0.57
O -1.41264 2.22546 -1.08426 -0.4 0.1 0.7 -0.93
N 0.53998 -1.13880 -1.69415 0.3 0.5 -0.6 -0.68
H 2.82503 -0.76418 0.78400 -0.2 0.3 0.0 0.35
H 2.18922 -2.32198 0.35735 -0.3 0.1 -0.1 0.32
H 3.02026 -1.39193 -0.84381 -0.2 0.3 0.1 0.38
H 1.08554 0.41128 -0.35899 0.4 1.0 -0.3 0.46
H -0.35634 -2.04794 0.32684 -0.2 0.1 0.3 0.46
H 0.24618 -1.04033 1.65713 0.3 0.1 -0.5 0.34
H -2.24562 -0.49797 0.27653 -0.4 0.2 -0.9 0.48
H -0.95870 0.95924 -0.20638 -0.4 -0.6 -1.4 0.50
H -0.36954 1.10947 1.88109 1.0 1.0 0.3 0.38
H -2.13050 2.26962 0.12775 0.4 0.1 -1.0 0.43
H -1.69361 2.66564 -1.89992 0.1 -0.4 0.6 0.21
H 0.64866 -0.38934 -2.40914 0.0 -0.5 0.5 0.29

---

No. 4
18
Properties=species:S:1:pos:R:3:forces:R:3:mulliken_charge:R:1 method="wB97M-V/def2-TZVPD" e_lumo_ev="-4.9 / -9.5" homo_lumo_gap_ev="4.6 / 5.5" charge=+1 multiplicity=3 homo_ev="-9.5 / -15.1" total_energy_ha=-251.948839 e_above_lowest_kcal_mol=65.1
C 3.17321 -0.28523 -0.14429 2.9 -2.5 0.2 -0.44
C 2.11538 0.52345 -0.07306 -5.2 1.7 -3.0 -0.25
C -1.20254 1.25594 -0.24322 0.6 -0.4 -1.6 -1.29
C -2.32036 -0.98865 -0.18218 -0.2 -2.0 3.2 -1.16
C -1.17657 -0.13576 0.25415 -5.9 1.3 -3.4 0.85
N -0.10514 -0.59137 0.80194 7.3 -2.0 3.4 -0.38
H 3.27528 -1.12398 -0.90770 -0.1 1.3 1.2 0.31
H 3.92450 -0.08769 0.63109 0.3 -0.5 -0.7 0.31
H 1.91985 1.38062 0.54589 0.6 0.1 0.8 0.46
H -2.12453 1.40005 -0.80220 0.1 0.0 -0.1 0.35
H -0.35563 1.35982 -1.02315 -1.2 0.7 1.3 0.32
H -1.28217 2.01375 0.52416 0.8 0.5 0.3 0.31
H -2.16676 -2.06386 -0.41341 0.8 0.6 -0.5 0.37
H -2.77250 -0.48275 -0.99762 -1.1 0.1 -0.3 0.33
H -2.99482 -1.24398 0.76180 0.4 1.2 -1.8 0.27
H 1.31275 0.51848 -0.89306 1.7 -0.1 0.9 0.17
H 0.15393 -1.54293 1.10944 -0.8 0.8 -0.6 0.20
H 0.62611 0.09407 1.05142 -1.1 -0.6 0.8 0.27

---

No. 5
110
Properties=species:S:1:pos:R:3:forces:R:3:mulliken_charge:R:1 method="wB97M-V/def2-TZVPD" e_lumo_ev="-4.5 / -4.5" homo_lumo_gap_ev="4.3 / 6.8" charge=+2 multiplicity=2 homo_ev="-8.8 / -11.3" total_energy_ha=-3065.371588 e_above_lowest_kcal_mol=36.6
Zr 0.34065 -0.14850 -0.00992 -0.2 0.8 0.5 -0.44
C -1.82193 -2.22760 1.70903 0.1 0.1 0.0 -1.20
C -0.85447 -1.48670 2.56744 -0.1 -0.2 0.3 0.45
C -0.65134 -1.54890 3.94647 0.1 0.2 -0.5 -1.94
C 0.36008 -0.63928 4.21928 -0.2 -0.1 -0.3 1.06
C 0.93926 -0.31079 5.54648 0.1 0.1 -0.1 -1.36
N 0.72756 -0.07459 3.05127 0.1 0.2 0.9 0.18
N -0.01590 -0.58597 2.05041 0.0 -0.2 1.1 1.53
B 1.84604 0.93684 2.71870 -0.3 -0.2 -0.4 -1.00
N 2.86640 0.22066 1.80853 0.6 0.2 0.4 -0.55
N 2.55403 -0.10033 0.53099 0.7 -0.3 -0.1 2.26
C 3.59350 -0.77344 0.02666 0.2 0.1 0.1 0.56
C 3.63139 -1.31001 -1.36771 -0.2 0.1 0.1 -0.99
C 4.60070 -0.86522 0.98950 -0.4 0.1 -0.1 -1.82
C 4.10320 -0.22148 2.11147 0.0 -0.1 -0.4 1.00
C 4.78238 -0.01189 3.41616 -0.2 0.1 0.1 -1.48
N 1.23779 2.09390 1.89645 0.3 0.6 0.6 0.29
N 0.69430 1.87981 0.67433 0.1 1.1 0.4 1.45
C 0.22758 3.04969 0.22274 0.0 0.3 0.1 0.12
C -0.48586 3.13638 -1.08419 0.0 -0.2 0.1 -1.37
C 0.49647 4.04245 1.16483 0.1 -0.4 -0.2 -1.44
C 1.13566 3.39934 2.21359 -0.1 -0.1 -0.3 0.88
C 1.66082 3.99162 3.46932 0.0 -0.1 0.0 -1.54
H -2.68984 -2.52513 2.29438 0.0 0.0 0.0 0.48
H -1.35220 -3.12942 1.30624 0.0 0.1 0.0 0.09
H -2.14058 -1.59175 0.87489 -0.1 -0.3 0.2 0.09
H -1.16443 -2.17164 4.65001 -0.1 -0.1 0.2 0.54
H 0.38561 -0.83675 6.31879 0.0 0.0 0.0 0.41
H 0.87492 0.75572 5.74422 0.1 0.1 0.1 0.26
H 1.98426 -0.60821 5.60491 0.1 0.0 0.1 0.21
H 2.35632 1.32887 3.70179 0.2 0.1 0.3 -0.06
H 2.62219 -1.41756 -1.77116 0.2 -0.1 -0.1 -0.13
H 4.11236 -2.28719 -1.35919 0.0 0.0 -0.1 0.33
H 4.21378 -0.65245 -2.01694 0.0 0.0 0.0 0.28
H 5.55344 -1.34285 0.88113 0.2 -0.1 0.0 0.56
H 5.79816 -0.39453 3.36899 0.0 0.0 0.0 0.42
H 4.25490 -0.53296 4.21129 0.0 0.0 0.2 0.23
H 4.82081 1.04613 3.66445 0.0 0.1 0.1 0.27
H -0.66149 2.12969 -1.48777 -0.1 0.4 -0.1 0.07
H 0.08545 3.73498 -1.79464 0.0 -0.1 -0.1 0.31
H -1.44879 3.62616 -0.94564 0.0 -0.1 0.0 0.44
H 0.25135 5.08286 1.10036 0.0 0.2 0.0 0.57
H 1.45346 5.05663 3.49283 0.0 0.0 0.0 0.44
H 2.73646 3.84724 3.53805 0.1 0.0 0.1 0.27
H 1.20449 3.52311 4.33697 0.0 0.0 0.1 0.27
C 1.22084 -5.29218 -5.29322 -0.2 -0.1 0.1 -1.05
C 0.24957 -5.59217 -4.15284 0.2 -0.1 -0.5 -1.10
N 0.45497 -4.68847 -3.03972 -0.3 0.1 0.1 0.22
C -0.22975 -3.51034 -3.03297 -0.3 0.6 0.1 -0.40
C -0.14229 -2.58786 -2.02827 0.0 0.2 0.1 0.72
C -0.92174 -1.28993 -2.14499 -0.4 -1.7 -2.6 -0.27
O -1.22766 -0.88032 -3.24995 0.0 0.0 0.5 -0.72
O -1.23411 -0.69994 -1.03395 -0.9 0.2 0.0 -0.41
C 0.71553 -2.85662 -0.92201 -0.2 -1.9 -1.6 0.21
O 0.85888 -2.04930 0.08600 0.4 -0.4 0.6 -0.12
C 1.50564 -4.04573 -0.98385 -0.1 0.7 0.5 1.28
C 2.44918 -4.28356 0.03182 -0.1 0.0 0.0 -0.95
C 3.27510 -5.37787 -0.04353 0.0 -0.2 -0.2 0.32
F 4.17414 -5.56965 0.95752 -0.1 -0.1 0.0 -0.39
C 3.23594 -6.26100 -1.11745 0.0 0.3 0.4 -1.72
C 2.27829 -6.03335 -2.12284 -0.3 0.2 0.0 -0.57
C 1.40621 -4.95115 -2.07039 0.5 -0.3 0.3 0.35
N 4.14498 -7.34495 -1.28354 0.1 0.0 0.2 0.33
C 5.49185 -7.12676 -0.79745 0.1 -0.2 -0.3 -0.57
C 6.42016 -8.12807 -1.47614 0.2 0.9 0.0 -0.98
N 5.97061 -9.49729 -1.10474 0.2 -0.3 0.1 -0.11
C 4.56649 -9.71729 -1.54808 -1.0 -0.1 -0.1 -0.77
C 3.66360 -8.66069 -0.90938 0.1 0.0 -0.1 -0.52
H 1.03986 -5.97030 -6.12295 0.1 0.0 -0.1 0.41
H 2.25457 -5.39125 -4.96574 0.1 0.0 0.0 0.31
H 1.07293 -4.27264 -5.64152 0.0 0.1 -0.1 0.33
H 0.36076 -6.62076 -3.80336 -0.1 0.1 0.0 0.47
H -0.77637 -5.46689 -4.50450 0.1 -0.1 0.1 0.47
H -0.88745 -3.33025 -3.86996 0.0 0.0 -0.1 0.62
H 2.51314 -3.59768 0.86256 0.0 0.0 0.1 0.50
H 2.27553 -6.73014 -2.94385 0.0 0.0 -0.2 0.58
H 5.58601 -7.23630 0.29521 0.0 0.1 -0.1 0.43
H 5.79419 -6.11488 -1.06647 0.1 -0.1 0.1 0.47
H 7.45182 -7.98458 -1.15197 -0.1 -0.2 0.0 0.43
H 6.35592 -8.02606 -2.56116 0.0 -0.2 0.1 0.37
H 6.00555 -9.58193 -0.07835 0.1 -0.1 -0.3 0.40
H 6.59332 -10.20679 -1.50981 -0.2 0.1 0.2 0.36
H 4.24826 -10.72143 -1.26553 0.2 0.0 0.0 0.41
H 4.53648 -9.62191 -2.63476 0.1 0.0 0.1 0.35
H 3.64406 -8.79926 0.18658 0.0 0.0 0.0 0.26
H 2.64526 -8.78494 -1.28034 0.1 -0.1 0.0 0.46
O 1.00972 0.40416 -1.88595 0.6 0.6 -0.8 0.64
N 1.91829 1.03865 -2.60767 0.6 0.4 -0.3 -0.19
C 2.78179 1.90663 -2.02573 -0.4 -0.4 0.3 0.05
C 3.78962 2.48084 -2.76205 0.1 0.0 -0.6 -1.08
C 3.91233 2.19597 -4.12126 -0.6 -0.3 0.4 -0.34
C 2.96466 1.35446 -4.70520 0.5 0.4 0.1 -0.70
C 1.97929 0.79004 -3.93679 -0.4 -0.3 0.4 -0.32
H 2.63770 2.07295 -0.96296 0.0 -0.1 -0.2 0.27
H 4.48387 3.14914 -2.27991 0.0 0.1 0.1 0.51
H 4.70701 2.62351 -4.70779 0.1 0.1 -0.1 0.46
H 2.99420 1.13989 -5.76076 0.0 -0.1 -0.1 0.48
H 1.21710 0.12793 -4.32391 -0.1 0.0 0.2 0.51
S -2.10513 1.40867 1.49635 0.1 0.2 0.3 -0.10
C -3.75050 1.71889 1.50169 0.0 0.0 -0.1 0.39
N -4.26631 2.53394 2.47235 0.2 -0.2 -0.3 -0.01
C -5.57094 2.87120 2.55285 -0.5 0.0 -0.1 -0.25
C -6.46427 2.39232 1.64398 0.1 0.0 0.1 -0.69
C -5.99553 1.53156 0.62576 0.1 0.1 0.2 -0.24
C -4.67331 1.20310 0.55900 -0.1 0.0 0.0 -0.72
H -3.60179 2.89378 3.14839 -0.1 -0.1 -0.1 0.24
H -5.85351 3.52801 3.36156 0.0 0.0 0.0 0.44
H -7.50309 2.66570 1.70296 -0.1 0.1 0.1 0.39
H -6.69127 1.13695 -0.09743 -0.1 -0.1 -0.1 0.45
H -4.27396 0.55454 -0.20540 0.0 0.0 -0.1 0.44

---

No. 6
30
Properties=species:S:1:pos:R:3:forces:R:3:mulliken_charge:R:1 method="wB97M-V/def2-TZVPD" e_lumo_ev=-2.1 homo_lumo_gap_ev=4.5 homo_ev=-6.7 total_energy_ha=-2401.161251
Cl -0.43231 -2.02179 -4.24558 0.0 0.1 0.0 -0.29
B 0.53768 -0.77706 -3.34888 -0.5 0.9 -0.9 0.80
Cl 2.24220 -0.54571 -3.97286 0.2 -0.4 0.2 -0.28
Cl -0.23721 0.99350 -3.44839 0.2 -0.5 -0.3 -0.31
O 0.50491 -1.20213 -1.91811 1.1 0.5 1.6 -0.42
C 1.12037 -0.53413 -0.99943 -0.5 -0.5 -1.2 -0.45
C 1.45252 -1.18032 0.24086 0.3 -0.3 0.9 0.58
C 2.31289 -0.54620 1.18178 -0.3 -0.2 -0.3 -0.41
C 2.53173 -1.09910 2.43982 -0.1 -0.3 -0.1 -0.64
C 1.92510 -2.32315 2.77965 -0.3 0.8 -1.0 0.41
Cl 2.05613 -2.90740 4.38242 0.1 -0.2 0.1 -0.18
C 1.17582 -3.02648 1.82025 0.1 0.2 -0.1 -0.59
C 0.96399 -2.47507 0.55967 0.3 0.1 0.1 -0.30
H 1.44269 0.49694 -1.25114 0.0 -0.6 0.3 0.43
H 2.85880 0.34779 0.87153 -0.4 -0.1 0.3 0.40
H 3.15686 -0.60281 3.18071 -0.1 -0.1 -0.3 0.40
H 0.76540 -4.00189 2.07701 0.1 0.2 -0.1 0.39
H 0.47577 -3.06330 -0.21588 -0.2 0.3 0.3 0.46
C -2.82791 1.80516 1.08584 0.1 0.2 -0.4 -0.88
N -1.80761 1.88260 0.05365 0.6 2.4 2.9 0.29
C -1.65742 3.18047 -0.57026 -0.5 -0.3 -0.2 -0.88
N -1.61034 0.81784 -0.73909 0.1 -2.5 -2.2 -0.44
H -2.57106 2.53477 1.86975 -0.1 -0.3 -0.2 0.28
H -3.83952 2.06514 0.71912 0.1 -0.1 -0.1 0.30
H -2.88142 0.80706 1.54082 0.2 0.2 -0.2 0.28
H -1.42379 3.91861 0.20152 0.0 -0.1 -0.1 0.31
H -0.85429 3.15636 -1.31602 -0.1 0.0 0.2 0.26
H -2.58132 3.50804 -1.08385 0.1 0.0 -0.1 0.29
H -0.91844 0.88652 -1.50640 -0.9 0.0 0.9 -0.04
H -1.88022 -0.09427 -0.38849 0.3 0.5 0.0 0.25